{"formula": "C29H47BrN2OP2Ti", "method": "ωB97M-V with the def2-TZVPD basis set", "symbols": ["C", "C", "C", "C", "N", "C", "C", "C", "C", "C", "C", "C", "C", "C", "Ti", "P", "H", "H", "H", "H", "H", "H", "H", "H", "C", "C", "H", "H", "H", "H", "H", "C", "C", "H", "H", "H", "H", "H", "C", "C", "H", "H", "H", "H", "H", "Br", "P", "C", "C", "H", "H", "H", "H", "H", "C", "C", "H", "H", "H", "H", "H", "C", "C", "H", "H", "H", "H", "H", "C", "N", "C", "C", "C", "O", "H", "H", "H", "H", "H", "H", "H", "H", "H"], "coordinates": [[2.5520, 4.9915, -0.8310], [1.4608, 4.3487, -1.4598], [1.4414, 4.3104, -2.8704], [2.6759, 4.4641, -3.5300], [3.7810, 4.7666, -2.8547], [3.7446, 5.1031, -1.5575], [0.5572, 3.5913, -0.6947], [-0.0376, 2.6678, -0.0931], [-1.2500, 2.1975, 0.5205], [-1.7346, 1.0329, 1.2887], [-3.1346, 0.6796, 1.0796], [-3.9336, 1.7131, 0.6394], [-3.5185, 3.0580, 0.5132], [-2.1499, 3.2566, 0.4279], [-1.0551, -0.8424, 0.9617], [1.4083, -0.1745, -0.0451], [0.5205, 4.1637, -3.4183], [2.4746, 5.3266, 0.1924], [2.7812, 4.2543, -4.6000], [4.6929, 5.3926, -1.0581], [-1.7519, 4.2326, 0.1656], [-1.2424, 0.9155, 2.3406], [-4.2689, 3.8436, 0.4454], [-3.6170, -0.2748, 1.3094], [2.1324, -1.9089, 0.1993], [3.3252, -2.3767, -0.6482], [1.2951, -2.6006, 0.0279], [2.3908, -1.9746, 1.2702], [3.5513, -3.4402, -0.4113], [3.1222, -2.3190, -1.7243], [4.2171, -1.7826, -0.4263], [1.7178, 0.3417, -1.8183], [3.0509, 0.9162, -2.2932], [0.9544, 1.1191, -1.9473], [1.4251, -0.4998, -2.4635], [3.0072, 1.2554, -3.3334], [3.3756, 1.7705, -1.6996], [3.8362, 0.1686, -2.2697], [2.5835, 0.9118, 0.8958], [4.0724, 0.5985, 0.9443], [2.1651, 0.8608, 1.9109], [2.3689, 1.9307, 0.5382], [4.5889, 1.2826, 1.6291], [4.2762, -0.4154, 1.2915], [4.5437, 0.7182, -0.0312], [-5.8281, 1.1469, 0.2637], [-1.8124, -1.5779, -1.2151], [-0.6493, -2.4124, -2.3529], [-1.2043, -3.7116, -2.9584], [0.2700, -2.6355, -1.7730], [-0.3530, -1.7002, -3.1491], [-0.4242, -4.1819, -3.5728], [-1.4823, -4.4318, -2.1728], [-2.0668, -3.5308, -3.6192], [-2.9051, -2.7968, -0.3656], [-4.2418, -3.0340, -1.0625], [-3.0686, -2.3895, 0.6542], [-2.3569, -3.7439, -0.2303], [-4.8394, -3.7354, -0.4783], [-4.8277, -2.1169, -1.1434], [-4.1247, -3.4891, -2.0469], [-2.7784, -0.3143, -2.1121], [-3.2359, -0.7700, -3.4877], [-2.1038, 0.5587, -2.1723], [-3.6098, 0.0170, -1.4698], [-3.8416, -0.0024, -3.9729], [-2.3865, -0.9503, -4.1472], [-3.8573, -1.6654, -3.4475], [-0.2670, -1.4647, 6.0228], [-0.3651, -1.0087, 4.6476], [-1.2614, 0.1090, 4.3563], [0.2970, -1.6267, 3.6786], [1.3601, -2.6520, 3.9882], [-0.0211, -1.3216, 2.4683], [-0.9956, -0.8945, 6.6034], [0.7414, -1.2624, 6.3990], [-0.5331, -2.5364, 6.0713], [-0.7623, 0.9179, 3.8419], [-2.2077, -0.1847, 3.9099], [-1.5325, 0.5933, 5.2798], [1.5165, -3.2879, 3.1068], [2.3236, -2.1976, 4.3136], [1.0386, -3.2899, 4.8315]], "forces_ev_per_a": [[0.4, -0.6, -0.4], [1.0, 1.1, -0.8], [0.8, -0.2, 0.1], [-0.6, 0.2, 0.9], [0.8, 0.0, 0.0], [-0.7, 0.0, -0.2], [-1.8, -2.7, 1.7], [1.3, 1.7, -0.7], [-0.3, 1.4, 0.6], [1.6, 0.3, 0.3], [0.3, 1.4, 0.2], [-1.9, -1.0, -0.2], [-0.6, -0.8, 0.1], [-1.3, 0.3, -0.4], [1.0, 1.0, -1.2], [1.4, -0.4, -0.4], [0.1, -0.6, 0.0], [0.2, -0.4, 0.2], [-0.1, 0.3, 0.4], [-0.8, 0.0, -0.6], [-0.3, -0.1, 0.0], [-0.8, 0.0, -2.1], [0.3, -0.1, -0.2], [0.3, 0.1, 0.3], [-0.1, 0.3, -0.1], [0.1, -0.3, 0.1], [0.1, 0.0, 0.2], [-0.2, 0.1, -0.3], [-0.1, 0.7, -0.1], [0.0, 0.0, 0.2], [-0.2, -0.2, -0.2], [-0.9, -0.1, -0.2], [0.3, -0.1, 0.2], [0.0, -0.2, -0.2], [0.0, 0.2, 0.2], [-0.3, -0.1, 0.2], [-0.1, 0.0, 0.0], [0.2, -0.1, 0.1], [-0.9, 0.1, 0.5], [0.2, 0.0, -0.2], [0.2, 0.2, 0.0], [0.2, -0.3, 0.1], [-0.2, -0.1, -0.1], [-0.1, 0.0, 0.0], [0.0, -0.1, 0.1], [1.7, 0.8, 0.3], [0.3, 0.0, -0.1], [0.1, -0.4, -0.3], [0.2, -0.1, -0.3], [-0.5, 0.1, -0.3], [-0.2, -0.3, 0.4], [-0.2, 0.1, 0.2], [0.0, 0.2, -0.3], [0.3, -0.1, 0.3], [0.0, -0.2, -0.5], [-0.5, -0.4, 0.4], [-0.2, -0.2, -0.2], [-0.1, 0.3, -0.1], [0.0, 0.0, 0.0], [0.1, 0.0, -0.1], [0.1, 0.2, 0.0], [0.0, 0.1, 0.0], [-0.3, 0.2, -0.4], [-0.2, -0.3, -0.1], [0.2, -0.3, -0.2], [0.1, 0.1, 0.1], [0.0, -0.1, 0.0], [0.1, 0.0, 0.0], [0.0, -0.2, 0.6], [0.3, -0.2, -0.8], [0.0, 0.2, 0.9], [-0.6, 0.5, 0.0], [-0.1, -0.3, 0.2], [1.1, -1.1, 2.0], [0.3, -0.2, 0.0], [-0.3, -0.3, 0.2], [0.3, 0.5, 0.2], [0.3, -0.2, -0.3], [0.1, -0.1, -0.4], [-0.1, -0.2, 0.6], [0.0, 0.3, 0.3], [-0.7, 0.0, -0.4], [0.1, 0.3, -0.5]], "total_energy_ha": -5423.4716, "orbital_gap_ha": [0.2326, 0.2657], "relative_energy_ev": 0.762, "s_squared": 2.105, "multiplicity": 3, "charge": 2, "e_lumo_ev": [-5.9, -6.4]}